Density functional theory data (ωB97M-V with the def2-TZVPD basis set) for C46H108N2O16 as an isolated structure in a non-equilibrium geometry.

Output
* relative energy (zero: lowest compared OMol25 entry of this formula, charge and spin): 636.3 kcal per mole
* calculated total energy: -85154.350 eV
* LUMO energy: 0.4 eV
* F_max: 10.39 eV/Å
* highest occupied orbital energy: -0.2811 Ha

Geometry as ORCA input:
```
! wB97M-V def2-TZVPD RIJCOSX def2/J DEFGRID3
* xyz 0 1
C -2.53 -2.29 -5.61
O -2.99 -1.30 -4.65
C -2.81 0.13 -4.90
C -1.41 0.65 -4.50
O -0.29 0.22 -5.26
C -0.23 0.57 -6.67
H -1.47 -2.10 -5.81
H -3.02 -2.39 -6.58
H -2.60 -3.30 -5.22
H -3.43 0.74 -4.24
H -2.94 0.39 -5.95
H -1.26 0.45 -3.44
H -1.42 1.74 -4.51
H 0.75 0.35 -7.09
H -0.33 1.63 -6.90
H -1.03 0.10 -7.25
C -5.08 -0.53 -0.92
O -4.14 -1.02 0.03
C -4.35 -2.37 0.57
C -5.28 -2.23 1.74
O -5.67 -3.49 2.25
C -4.51 -4.24 2.80
H -5.16 -1.33 -1.66
H -4.79 0.35 -1.49
H -6.09 -0.40 -0.51
H -3.34 -2.64 0.85
H -4.71 -3.12 -0.14
H -6.22 -1.80 1.38
H -4.82 -1.58 2.48
H -3.88 -3.69 3.50
H -3.85 -4.66 2.05
H -4.95 -5.01 3.44
C 4.95 1.54 0.23
O 4.39 0.54 1.09
C 2.99 0.60 1.27
C 2.43 -0.27 2.48
O 3.13 -0.01 3.73
C 4.58 -0.33 3.75
H 4.83 2.52 0.69
H 4.30 1.52 -0.65
H 5.98 1.39 -0.09
H 2.59 0.25 0.32
H 2.69 1.62 1.51
H 2.46 -1.36 2.35
H 1.38 -0.04 2.65
H 5.08 -0.49 4.71
H 5.23 0.42 3.31
H 4.69 -1.31 3.30
C 2.53 -1.17 -6.06
O 2.32 -2.05 -4.97
C 1.04 -2.68 -5.01
C 0.64 -3.27 -3.66
O 1.48 -4.40 -3.21
C 1.19 -4.91 -1.91
H 2.56 -1.67 -7.02
H 3.53 -0.74 -6.01
H 1.94 -0.26 -6.08
H 1.04 -3.49 -5.74
H 0.33 -1.96 -5.41
H -0.42 -3.51 -3.76
H 0.69 -2.55 -2.84
H 1.48 -5.96 -1.85
H 0.20 -4.87 -1.46
H 1.71 -4.36 -1.13
C 2.63 1.19 -4.86
O 3.59 2.03 -4.18
C 3.53 2.11 -2.73
C 4.26 3.36 -2.19
O 5.68 2.97 -2.05
C 6.48 3.97 -1.45
H 2.94 0.15 -4.88
H 2.67 1.38 -5.94
H 1.63 1.35 -4.46
H 3.95 1.21 -2.27
H 2.54 2.30 -2.32
H 3.96 3.59 -1.17
H 4.24 4.31 -2.73
H 6.18 4.16 -0.42
H 6.25 4.89 -1.98
H 7.55 3.79 -1.34
C -3.46 3.85 1.88
O -3.80 2.75 2.73
C -4.06 1.59 1.87
C -4.50 0.37 2.69
O -5.65 0.63 3.58
C -6.94 1.00 3.05
H -4.23 4.17 1.17
H -2.53 3.64 1.35
H -3.20 4.64 2.58
H -3.22 1.19 1.31
H -4.81 1.82 1.11
H -3.63 -0.05 3.20
H -4.66 -0.51 2.06
H -7.22 0.39 2.19
H -6.87 1.97 2.56
H -7.57 1.01 3.94
C 6.41 -3.73 1.25
O 5.55 -4.08 0.18
C 4.28 -4.59 0.52
C 3.15 -3.91 -0.26
O 2.99 -2.59 0.10
C 3.91 -1.66 -0.43
H 6.00 -2.94 1.88
H 7.41 -3.48 0.91
H 6.55 -4.55 1.96
H 4.11 -4.48 1.59
H 4.41 -5.67 0.51
H 2.15 -4.33 -0.18
H 3.36 -4.04 -1.32
H 4.57 -1.32 0.37
H 3.35 -0.85 -0.90
H 4.56 -1.98 -1.25
C 1.14 -0.29 -3.32
C 0.68 -0.31 -1.74
C 1.42 0.92 -1.21
C 0.86 1.27 0.22
C -0.67 1.48 0.17
C -1.43 0.22 -0.48
N -0.75 -0.27 -1.69
O -1.34 -1.43 -2.28
C -1.70 -0.88 0.54
C -2.84 0.82 -1.02
C 1.41 -1.53 -1.01
H 0.81 0.64 -3.79
H 0.64 -1.04 -3.93
H 2.19 -0.25 -3.58
H 2.51 0.85 -1.24
H 1.18 1.77 -1.85
H 1.47 2.15 0.44
H 1.08 0.44 0.89
H -0.84 2.35 -0.47
H -1.00 1.74 1.17
H -2.17 -0.53 1.46
H -2.49 -1.56 0.21
H -0.84 -1.53 0.72
H -3.40 -0.03 -1.41
H -3.42 1.37 -0.27
H -2.66 1.54 -1.82
H 0.81 -2.44 -0.92
H 1.80 -1.36 -0.01
H 2.24 -1.82 -1.65
H -1.89 -1.15 -3.01
C -2.21 2.09 6.69
C -1.99 2.95 5.39
C -0.72 3.74 5.44
C 0.52 2.99 5.20
C 0.45 2.25 3.90
C -0.84 1.32 3.73
N -1.94 2.24 4.16
O -3.14 1.44 4.06
C -0.77 0.91 2.24
C -0.64 0.11 4.70
C -3.13 4.01 5.38
H -3.17 1.59 6.65
H -2.24 2.78 7.53
H -1.46 1.34 6.95
H -0.89 4.52 4.70
H -0.66 4.20 6.43
H 0.64 2.29 6.02
H 1.35 3.70 5.24
H 1.27 1.53 3.95
H 0.71 2.92 3.07
H -1.14 -0.11 2.15
H -1.49 1.49 1.66
H 0.19 1.06 1.76
H -1.64 -0.32 4.80
H -0.21 -0.72 4.14
H -0.05 0.09 5.62
H -3.14 4.48 4.39
H -3.23 4.77 6.15
H -4.08 3.48 5.45
H -3.77 2.11 3.78
*
```